# C21H23N6O4PtS5Sb

A structure of composition C21H23N6O4PtS5Sb at a distorted geometry (ωB97M-V/def2-TZVPD, the OMol25 dataset).

```
! wB97M-V def2-TZVPD RIJCOSX def2/J DEFGRID3
* xyz 0 1
Pt 1.75 0.72 -1.55
S 5.06 3.87 -2.31
Sb 3.24 3.06 -3.47
S 3.40 0.67 -3.44
S 1.38 3.13 -1.95
S 2.81 4.07 -5.48
C 2.13 3.69 2.20
C 2.58 2.35 1.71
C 3.22 2.24 0.47
C 3.52 0.98 -0.08
C 3.23 -0.17 0.68
C 2.72 -0.07 1.95
C 2.39 1.19 2.46
S 3.44 -1.75 -0.08
O 2.83 -2.75 0.75
O 4.79 -1.89 -0.51
N 2.48 -1.59 -1.50
C 1.48 -2.64 -1.79
C 0.14 -2.05 -2.21
C 0.30 -1.07 -3.40
O 0.24 -1.52 -4.53
O 0.42 0.18 -3.10
H 2.90 4.45 2.01
H 1.91 3.67 3.27
H 1.23 4.00 1.66
H 3.51 3.13 -0.07
H 4.24 0.91 -0.90
H 2.58 -0.96 2.54
H 1.97 1.27 3.46
H 3.15 -1.50 -2.27
H 1.35 -3.23 -0.89
H 1.85 -3.29 -2.58
H -0.31 -1.51 -1.38
H -0.52 -2.86 -2.52
C -1.42 2.41 -0.39
C -0.98 1.17 0.29
N 0.08 0.42 0.00
C 0.04 -0.67 0.84
C -1.03 -0.57 1.66
N -1.67 0.60 1.31
C -2.96 1.03 1.84
N -3.78 -0.12 2.07
N -4.11 -0.49 3.34
N -4.64 -1.64 3.31
C -4.66 -2.11 2.02
C -5.08 -3.32 1.47
C -4.91 -3.50 0.12
C -4.35 -2.50 -0.69
C -3.92 -1.30 -0.18
C -4.09 -1.12 1.19
H -0.73 2.66 -1.18
H -1.49 3.25 0.30
H -2.41 2.26 -0.85
H 0.75 -1.47 0.78
H -1.37 -1.21 2.45
H -3.42 1.70 1.13
H -2.83 1.53 2.80
H -5.51 -4.09 2.11
H -5.22 -4.43 -0.34
H -4.24 -2.69 -1.75
H -3.48 -0.54 -0.81
*
```

Calculated values
Highest occupied orbital energy (alpha / beta) ... -7.421 / -7.421 eV
LUMO level (alpha / beta) ... -0.1164 / -0.1164 Eh
Max |F| ... 3.21 eV/A
Relative energy (zero: lowest compared OMol25 entry of this formula, charge and spin) ... 24.8 kcal per mole

Formally, the natural (NBO) partial charges of the atoms, in units of the elementary charge, are as follows: 1.0937, -0.8152, 1.3229, -0.4491, -0.4366, -0.6859, -0.6528, 0.0635, -0.0845, -0.4171, -0.2898, -0.1903, -0.1564, 2.3084, -0.9230, -0.8877, -0.8959, -0.2360, -0.5268, 0.7674, -0.5684, -0.6724, 0.2438, 0.2199, 0.2328, 0.2923, 0.3277, 0.2555, 0.2284, 0.4561, 0.2359, 0.2292, 0.2135, 0.2474, -0.6849, 0.4310, -0.5571, -0.0901, -0.0769, -0.3482, -0.0335, -0.2344, -0.0115, -0.1915, 0.0172, -0.1622, -0.2253, -0.1765, -0.2680, 0.1550, 0.2760, 0.2355, 0.2378, 0.2353, 0.2459, 0.2231, 0.2409, 0.2348, 0.2259, 0.2275, 0.2238

***

# C21H23N7OS2

The molecule C21H23N7OS2 at a distorted geometry (ωB97M-V/def2-TZVPD, the OMol25 dataset).

```
! wB97M-V def2-TZVPD RIJCOSX def2/J DEFGRID3
* xyz 0 1
C -2.37 -3.89 0.75
C -2.99 -2.55 0.67
N -2.46 -1.48 1.11
N -3.17 -0.38 0.92
C -4.29 -0.58 0.32
N -5.23 0.35 0.00
C -5.17 1.73 0.05
O -6.16 2.37 -0.20
C -3.84 2.34 0.37
H -3.39 1.91 1.27
H -3.94 3.42 0.46
S -2.67 1.97 -0.99
C -1.19 2.23 -0.11
N -1.11 2.60 1.14
N 0.19 2.76 1.42
C 0.89 2.49 0.35
N 0.05 2.14 -0.67
C 0.38 1.70 -2.00
H 1.47 1.76 -2.11
H -0.09 2.37 -2.72
C -0.09 0.26 -2.29
C 0.60 -0.78 -1.45
C 1.52 -1.65 -2.02
C 2.11 -2.65 -1.27
C 1.79 -2.79 0.07
C 0.90 -1.91 0.66
C 0.30 -0.92 -0.10
H -0.42 -0.27 0.37
H 0.65 -2.00 1.70
H 2.25 -3.57 0.66
H 2.81 -3.33 -1.73
H 1.76 -1.55 -3.07
H 0.10 0.06 -3.34
H -1.16 0.21 -2.12
C 2.37 2.64 0.25
C 3.10 1.34 0.19
C 3.81 0.79 -0.85
C 4.36 -0.42 -0.39
C 3.97 -0.56 0.91
N 3.20 0.50 1.26
C 2.64 0.73 2.56
H 1.63 1.14 2.48
H 3.26 1.44 3.13
H 2.60 -0.21 3.10
H 4.18 -1.34 1.61
H 4.97 -1.10 -0.95
H 3.93 1.21 -1.83
H 2.68 3.20 1.14
H 2.61 3.23 -0.63
H -6.13 -0.01 -0.31
S -4.56 -2.28 -0.08
H -1.40 -3.80 1.22
H -3.00 -4.57 1.33
H -2.25 -4.31 -0.25
*
```

Calculated values
Highest occupied orbital energy ... -7.796 eV
SMILES ... Cc1nnc(NC(=O)CSc2nnc(Cc3cccn3C)n2CCc2ccccc2)s1
LUMO level ... 0.0131 Eh
Max |F| ... 1.67 eV/A

Formally, the natural (NBO) partial charges of the atoms, in units of the elementary charge, are as follows: -0.6602, 0.0830, -0.2554, -0.3260, 0.2462, -0.6330, 0.6815, -0.5571, -0.6271, 0.3060, 0.2571, 0.2654, 0.1729, -0.3239, -0.3027, 0.3574, -0.3811, -0.2066, 0.2274, 0.2109, -0.4319, -0.0293, -0.2009, -0.2047, -0.2188, -0.2078, -0.2018, 0.2232, 0.2154, 0.2092, 0.2104, 0.2041, 0.2195, 0.2260, -0.4855, 0.1325, -0.3050, -0.2912, -0.0567, -0.3295, -0.4151, 0.2397, 0.1992, 0.2110, 0.2069, 0.2173, 0.2114, 0.2520, 0.2372, 0.4232, 0.2898, 0.2518, 0.2302, 0.2335

***

# C21H23NO4

The molecule C21H23NO4 (ωB97M-V/def2-TZVPD, the OMol25 dataset).

```
! wB97M-V def2-TZVPD RIJCOSX def2/J DEFGRID3
* xyz 0 1
C 0.74 3.33 7.25
H -0.11 3.53 7.90
O 0.23 3.10 5.97
C 1.23 2.84 5.01
H 2.01 3.62 5.05
C 0.69 2.85 3.58
O 1.25 3.51 2.73
N -0.39 2.09 3.32
C -1.00 1.12 4.19
H -0.65 1.26 5.21
C -0.70 -0.29 3.68
C -1.21 -0.44 2.25
H -0.96 -1.43 1.86
H -2.30 -0.33 2.23
C -0.59 0.65 1.35
C -1.22 0.55 -0.03
O -2.29 1.07 -0.26
C -0.50 -0.21 -1.07
C -0.90 -0.03 -2.40
C -0.28 -0.69 -3.43
C 0.74 -1.59 -3.16
C 1.15 -1.79 -1.83
C 0.54 -1.10 -0.81
H 0.87 -1.29 0.20
H 1.95 -2.48 -1.64
O 1.44 -2.26 -4.11
C 0.90 -2.51 -5.35
C 1.74 -2.41 -6.45
C 1.26 -2.72 -7.71
C -0.05 -3.13 -7.88
C -0.89 -3.24 -6.77
C -0.42 -2.93 -5.51
H -1.06 -3.03 -4.65
H -1.91 -3.57 -6.90
H -0.43 -3.36 -8.86
H 1.91 -2.64 -8.56
H 2.76 -2.09 -6.30
H -0.59 -0.51 -4.45
H -1.70 0.67 -2.60
H 0.49 0.52 1.30
C -0.89 2.03 1.96
H -0.40 2.81 1.38
H -1.97 2.20 1.96
H -1.19 -1.02 4.33
H 0.37 -0.46 3.71
H -2.09 1.29 4.19
H 1.72 1.87 5.21
H 1.29 2.45 7.62
H 1.42 4.19 7.26
*
```

Calculated values
Highest occupied orbital energy ... -8.662 eV
SMILES ... COCC(=O)N1CCC[C@@H](C(=O)c2ccc(Oc3ccccc3)cc2)C1
LUMO level ... 0.0137 Eh
Max |F| ... 0.68 eV/A
Relative energy (zero: lowest compared OMol25 entry of this formula, charge and spin) ... 57.2 kcal per mole

Formally, the natural (NBO) partial charges of the atoms, in units of the elementary charge, are as follows: -0.2454, 0.1973, -0.5395, -0.1538, 0.2023, 0.6631, -0.6268, -0.4273, -0.2184, 0.2353, -0.4059, -0.3933, 0.2108, 0.2120, -0.3221, 0.5995, -0.5535, -0.2175, -0.1209, -0.2989, 0.3309, -0.2860, -0.0980, 0.2050, 0.2270, -0.4744, 0.2766, -0.2516, -0.1915, -0.2286, -0.2094, -0.2327, 0.2212, 0.2166, 0.2157, 0.2170, 0.2270, 0.2332, 0.2370, 0.2143, -0.2231, 0.2518, 0.2122, 0.2140, 0.1967, 0.1933, 0.1741, 0.1638, 0.1709

***

# C21H23NO5

The molecule C21H23NO5 at a distorted geometry (ωB97M-V/def2-TZVPD, the OMol25 dataset).

```
! wB97M-V def2-TZVPD RIJCOSX def2/J DEFGRID3
* xyz 0 1
O 6.96 -3.24 2.73
O 3.68 -1.36 2.29
O 5.36 -2.25 4.13
O -5.09 2.50 1.73
O -1.21 0.78 -1.74
C 5.83 -2.87 2.99
C 3.83 -2.24 1.51
C -2.71 0.20 0.00
C -3.70 0.69 0.94
C 1.79 -0.17 0.33
C -2.85 2.31 -1.19
C -2.25 1.06 -0.91
C -4.21 2.08 0.85
C -0.15 0.14 -1.17
C 2.01 -1.40 -0.15
C 0.78 0.70 -0.20
C -3.81 2.82 -0.30
C 0.17 -1.14 -1.64
C 1.28 -1.77 -1.26
N 2.97 -2.33 0.39
C 4.84 -3.31 1.85
C 0.57 1.99 0.50
C -2.87 5.23 -0.05
C -4.07 4.30 -0.21
C -0.54 -2.00 -2.69
C 1.42 -3.17 -1.86
C 0.20 -3.42 -2.58
H 4.48 -2.00 4.04
H -5.79 2.96 1.19
H -2.30 -0.76 0.24
H -4.08 0.01 1.69
H 2.49 0.21 1.15
H -2.49 2.85 -2.12
H 3.16 -3.14 -0.17
H 4.38 -4.18 2.27
H 5.34 -3.61 0.89
H 1.15 1.83 1.47
H 1.08 2.76 -0.04
H -0.45 2.22 0.68
H -3.14 6.23 0.40
H -2.42 5.40 -0.99
H -2.17 4.84 0.63
H -4.73 4.65 -0.97
H -4.53 4.62 0.71
H -1.63 -2.05 -2.52
H -0.45 -1.59 -3.69
H 1.44 -3.82 -1.00
H 2.40 -3.32 -2.45
H -0.36 -4.26 -2.14
H 0.39 -3.93 -3.55
*
```

Calculated values
Highest occupied orbital energy ... -8.065 eV
SMILES ... CCc1cc(Oc2c(C)cc(NC(=O)CC(=O)O)c3c2CCC3)ccc1O
LUMO level ... 0.0163 Eh
Max |F| ... 6.18 eV/A
Relative energy (zero: lowest compared OMol25 entry of this formula, charge and spin) ... 96.5 kcal per mole

Formally, the natural (NBO) partial charges of the atoms, in units of the elementary charge, are as follows: -0.5596, -0.6282, -0.6633, -0.6653, -0.5090, 0.8118, 0.6962, -0.3120, -0.2309, -0.2397, -0.2506, 0.3453, 0.2876, 0.2537, 0.1479, -0.0155, -0.0807, 0.0215, -0.0546, -0.6132, -0.6115, -0.6378, -0.5824, -0.4498, -0.4254, -0.4340, -0.4116, 0.5074, 0.4861, 0.2336, 0.2173, 0.2459, 0.2333, 0.3959, 0.2513, 0.2494, 0.2197, 0.2226, 0.2266, 0.2055, 0.2002, 0.2088, 0.2097, 0.2156, 0.2210, 0.2188, 0.2046, 0.2094, 0.2127, 0.2156